(1)
ORCA calculation (ωB97M-V/def2-TZVPD) on an isolated molecule of C22H23N3O2.

Computed properties:
energy above the lowest of the compared OMol25 structures with the same formula, charge and spin = 31.7 kcal/mol
SMILES = O=C1Nc2ccccc2[C@@H](C(=O)N[C@H]2CN3CCC2CC3)c2ccccc21
HOMO level = -8.4 eV
calculated total energy = -31753.2555 eV
frontier orbital gap = 8.99 eV

Cartesian coordinates (Å):
O (-4.805, 1.561, 0.247)
O (0.906, -1.556, 0.807)
C (-3.892, 0.984, 0.789)
C (0.298, -0.566, 0.429)
C (-4.469, -2.667, 0.093)
C (-1.431, 1.231, 4.996)
C (-3.186, -3.203, 0.175)
C (-0.353, 0.380, 4.610)
C (-4.662, -1.293, 0.193)
C (-2.355, 1.636, 4.023)
C (-2.082, -2.360, 0.441)
C (-0.254, 0.004, 3.259)
C (-3.596, -0.448, 0.494)
C (-2.285, 1.211, 2.685)
C (-2.276, -0.965, 0.572)
C (-1.236, 0.364, 2.329)
N (-3.223, 1.688, 1.762)
N (3.185, -0.649, -3.223)
N (0.963, 0.142, -0.527)
C (-1.084, -0.070, 0.888)
C (4.493, -0.081, -2.862)
C (2.374, 0.373, -3.909)
C (2.530, -1.165, -2.032)
C (4.310, 1.078, -1.860)
C (2.173, 1.554, -2.964)
C (2.352, -0.067, -0.953)
C (2.826, 1.271, -1.584)
H (-5.278, -3.329, -0.032)
H (-1.504, 1.527, 6.041)
H (-3.105, -4.283, 0.097)
H (0.363, -0.002, 5.368)
H (-5.635, -0.831, 0.108)
H (-3.178, 2.265, 4.302)
H (-1.146, -2.909, 0.491)
H (0.588, -0.680, 3.051)
H (-3.654, 2.564, 1.928)
H (0.534, 0.990, -0.863)
H (-1.202, 0.836, 0.322)
H (5.031, 0.262, -3.771)
H (5.141, -0.858, -2.437)
H (2.908, 0.661, -4.823)
H (1.388, -0.028, -4.192)
H (1.525, -1.504, -2.335)
H (3.088, -1.986, -1.640)
H (4.736, 2.039, -2.218)
H (4.846, 0.853, -0.941)
H (2.606, 2.461, -3.419)
H (1.095, 1.732, -2.917)
H (2.936, -0.278, -0.078)
H (2.696, 2.110, -0.920)

---

(2)
ORCA calculation (ωB97M-V/def2-TZVPD) on an isolated molecule of C22H23N3O5S.

Computed properties:
energy above the lowest of the compared OMol25 structures with the same formula, charge and spin = 57.3 kcal/mol
SMILES = COc1ccc(NC(=O)c2cc(S(=O)(=O)N3CCc4ccccc43)cn2C)c(OC)c1
HOMO level = -8.2 eV
calculated total energy = -48729.8415 eV
frontier orbital gap = 8.88 eV

Cartesian coordinates (Å):
C (-5.877, -2.895, 0.475)
H (-6.712, -2.315, 0.883)
O (-5.123, -2.139, -0.443)
C (-4.476, -1.033, 0.005)
C (-4.548, -0.531, 1.297)
C (-3.827, 0.606, 1.621)
C (-3.037, 1.258, 0.690)
C (-2.996, 0.775, -0.633)
C (-3.702, -0.370, -0.950)
H (-3.687, -0.788, -1.942)
O (-2.258, 1.491, -1.525)
C (-2.055, 0.951, -2.810)
H (-2.995, 0.865, -3.363)
H (-1.567, -0.027, -2.756)
H (-1.401, 1.653, -3.324)
N (-2.320, 2.407, 1.078)
C (-1.034, 2.740, 0.810)
O (-0.603, 3.845, 1.100)
C (-0.202, 1.679, 0.215)
C (-0.219, 0.318, 0.458)
C (0.771, -0.249, -0.356)
C (1.372, 0.776, -1.051)
N (0.791, 1.937, -0.687)
C (1.122, 3.227, -1.230)
H (0.531, 3.430, -2.125)
H (0.906, 3.992, -0.486)
H (2.180, 3.250, -1.488)
H (2.165, 0.730, -1.769)
S (1.248, -1.949, -0.395)
O (0.237, -2.740, 0.240)
O (1.660, -2.294, -1.722)
N (2.611, -1.979, 0.600)
C (3.609, -1.073, 0.215)
C (4.285, -1.050, -0.989)
C (5.232, -0.052, -1.181)
C (5.488, 0.891, -0.199)
C (4.799, 0.862, 1.008)
C (3.861, -0.126, 1.210)
C (2.954, -0.383, 2.379)
H (2.200, 0.406, 2.456)
H (3.496, -0.427, 3.324)
C (2.333, -1.745, 2.017)
H (2.805, -2.552, 2.584)
H (1.256, -1.795, 2.175)
H (4.992, 1.601, 1.770)
H (6.230, 1.656, -0.371)
H (5.777, -0.013, -2.113)
H (4.060, -1.778, -1.751)
H (-0.857, -0.220, 1.129)
H (-2.831, 3.106, 1.605)
H (-3.869, 0.993, 2.628)
H (-5.145, -1.008, 2.056)
H (-5.254, -3.266, 1.294)
H (-6.268, -3.739, -0.091)

---

(3)
ORCA calculation (ωB97M-V/def2-TZVPD) on a structure of composition C22H23N3OS2SiW.

Computed properties:
energy above the lowest of the compared OMol25 structures with the same formula, charge and spin = 51.3 kcal/mol
HOMO level (spin up / spin down) = -14.0 / -14.0 eV
calculated total energy = -61059.9021 eV
frontier orbital gap (spin up / spin down) = 5.23 / 5.34 eV
net charge = +2

Cartesian coordinates (Å):
W (2.142, 0.099, -1.040)
C (0.456, 0.056, 3.088)
C (1.451, -0.132, 1.995)
N (1.068, 0.004, 0.738)
N (-0.291, 0.245, 0.551)
C (-0.551, 1.062, -0.401)
S (0.764, 1.897, -1.316)
S (-2.107, 1.550, -0.940)
C (-3.307, 0.494, -0.053)
C (-3.352, 0.640, 1.437)
C (-3.966, 1.748, 2.016)
C (-4.067, 1.850, 3.393)
C (-3.572, 0.835, 4.203)
C (-2.974, -0.278, 3.631)
C (-2.859, -0.374, 2.251)
C (2.818, -0.437, 2.350)
C (3.215, -0.622, 3.688)
C (4.514, -0.957, 3.998)
C (5.467, -1.127, 2.993)
C (5.129, -0.939, 1.666)
C (3.820, -0.584, 1.379)
O (3.477, -0.387, 0.082)
H (-0.564, 0.071, 2.723)
H (0.662, 1.011, 3.580)
H (0.562, -0.730, 3.833)
H (-3.176, -0.538, -0.374)
H (-4.229, 0.872, -0.503)
H (-4.372, 2.533, 1.388)
H (-4.550, 2.710, 3.835)
H (-3.672, 0.903, 5.278)
H (-2.614, -1.083, 4.259)
H (-2.410, -1.253, 1.802)
H (2.505, -0.499, 4.491)
H (4.796, -1.092, 5.032)
H (6.481, -1.401, 3.251)
H (5.849, -1.046, 0.867)
N (4.580, -0.910, -2.618)
C (3.500, -0.850, -3.022)
C (-0.241, -0.933, -6.251)
Si (-0.700, -0.214, -4.589)
C (-0.953, 1.628, -4.557)
C (-1.877, -1.230, -3.569)
C (1.036, -0.463, -3.752)
C (2.128, -0.624, -3.191)
H (-1.124, -0.883, -6.895)
H (0.050, -1.982, -6.185)
H (0.551, -0.370, -6.745)
H (-1.878, 1.869, -5.087)
H (-0.141, 2.158, -5.056)
H (-1.053, 2.012, -3.540)
H (-2.854, -1.218, -4.058)
H (-2.003, -0.819, -2.566)
H (-1.560, -2.271, -3.491)

---

(4)
ORCA calculation (ωB97M-V/def2-TZVPD) on a structure of composition C22H23N5O6STi.

Computed properties:
energy above the lowest of the compared OMol25 structures with the same formula, charge and spin = 18.3 kcal/mol
HOMO level = -7.8 eV
calculated total energy = -76877.6511 eV
frontier orbital gap = 7.76 eV

Cartesian coordinates (Å):
Ti (-0.253, 0.167, 0.777)
O (-3.441, 0.817, 2.307)
C (-2.590, -0.033, 2.154)
O (-1.308, 0.149, 2.302)
C (-2.972, -1.454, 1.699)
C (-1.746, -2.370, 1.820)
C (-2.101, -3.827, 1.524)
C (-2.298, -3.793, -0.009)
C (-2.026, -2.318, -0.318)
O (-1.003, -1.974, 0.639)
C (-3.212, -1.455, 0.150)
C (-3.103, -0.053, -0.451)
O (-4.021, 0.434, -1.083)
O (-1.965, 0.555, -0.242)
H (-3.843, -1.791, 2.256)
H (-1.141, -2.210, 2.706)
H (-1.273, -4.475, 1.805)
H (-2.990, -4.146, 2.065)
H (-1.580, -4.431, -0.523)
H (-3.298, -4.088, -0.322)
H (-1.684, -2.121, -1.330)
H (-4.176, -1.863, -0.139)
C (3.420, -2.542, -2.454)
C (3.654, -1.230, -1.760)
C (4.542, -0.275, -2.308)
C (4.751, 0.892, -1.639)
C (4.115, 1.119, -0.398)
C (4.348, 2.268, 0.383)
C (3.777, 2.379, 1.618)
C (2.922, 1.381, 2.107)
C (2.589, 0.284, 1.345)
S (1.471, -0.943, 1.951)
C (3.235, 0.110, 0.074)
N (3.010, -1.025, -0.636)
H (4.363, -3.083, -2.552)
H (3.014, -2.400, -3.459)
H (2.730, -3.139, -1.862)
H (5.042, -0.480, -3.246)
H (5.418, 1.646, -2.041)
H (5.003, 3.043, 0.002)
H (3.980, 3.244, 2.238)
H (2.490, 1.473, 3.095)
N (-3.033, 5.429, 0.541)
C (-2.449, 4.215, 0.482)
N (-3.035, 3.243, -0.203)
N (-1.282, 4.093, 1.089)
C (-0.607, 3.010, 1.214)
N (0.125, 2.119, 1.401)
H (-3.985, 5.551, 0.249)
H (-2.625, 6.107, 1.158)
H (-3.948, 3.328, -0.612)
H (-2.591, 2.332, -0.275)
C (0.214, -0.590, -2.569)
C (0.280, -0.206, -1.128)
O (0.595, 0.954, -0.837)
H (0.836, 0.070, -3.174)
H (-0.830, -0.461, -2.868)
H (0.488, -1.633, -2.713)

---

(5)
ORCA calculation (ωB97M-V/def2-TZVPD) on an isolated molecule of C22H23NO5.

Computed properties:
energy above the lowest of the compared OMol25 structures with the same formula, charge and spin = 34.8 kcal/mol
SMILES = COC(=O)c1ccccc1OCCOCCOc1cccc2ccc(C)nc12
HOMO level = -8.1 eV
calculated total energy = -34914.6152 eV
frontier orbital gap = 8.54 eV

Cartesian coordinates (Å):
C (-3.437, -2.166, -1.233)
H (-3.391, -2.453, -0.181)
H (-4.418, -1.767, -1.477)
H (-3.215, -3.042, -1.846)
O (-2.511, -1.128, -1.506)
C (-1.213, -1.434, -1.299)
O (-0.875, -2.509, -0.870)
C (-0.322, -0.329, -1.721)
C (-0.874, 0.897, -2.095)
C (-0.085, 1.915, -2.586)
C (1.279, 1.716, -2.738)
C (1.845, 0.511, -2.372)
C (1.066, -0.516, -1.843)
O (1.684, -1.690, -1.544)
C (1.870, -1.988, -0.162)
C (3.367, -1.924, 0.174)
O (3.980, -0.662, 0.015)
C (3.889, 0.251, 1.080)
C (2.840, 1.349, 0.867)
H (3.075, 2.205, 1.514)
H (2.858, 1.670, -0.182)
O (1.580, 0.816, 1.202)
C (0.465, 1.548, 0.981)
C (0.424, 2.849, 0.544)
C (-0.806, 3.499, 0.358)
C (-1.989, 2.863, 0.603)
C (-1.988, 1.528, 1.051)
C (-3.159, 0.793, 1.333)
C (-3.058, -0.501, 1.760)
C (-1.779, -1.086, 1.902)
N (-0.681, -0.419, 1.655)
C (-0.756, 0.856, 1.243)
C (-1.619, -2.515, 2.311)
H (-1.348, -3.099, 1.431)
H (-0.804, -2.605, 3.025)
H (-2.534, -2.912, 2.741)
H (-3.941, -1.080, 1.992)
H (-4.123, 1.267, 1.208)
H (-2.933, 3.368, 0.458)
H (-0.800, 4.523, 0.016)
H (1.333, 3.391, 0.338)
H (4.872, 0.732, 1.153)
H (3.671, -0.265, 2.023)
H (3.512, -2.295, 1.198)
H (3.902, -2.574, -0.524)
H (1.520, -3.011, 0.002)
H (1.289, -1.311, 0.470)
H (2.905, 0.333, -2.474)
H (1.901, 2.504, -3.138)
H (-0.532, 2.858, -2.861)
H (-1.938, 1.038, -1.995)

---

(6)
ORCA calculation (ωB97M-V/def2-TZVPD) on a structure of composition C22H24As3NO8PdS4.

Computed properties:
energy above the lowest of the compared OMol25 structures with the same formula, charge and spin = 25.9 kcal/mol
HOMO level (spin up / spin down) = -7.3 / -7.4 eV
calculated total energy = -270404.4836 eV
frontier orbital gap (spin up / spin down) = 3.96 / 3.96 eV

Cartesian coordinates (Å):
Pd (-0.573, -0.639, 0.345)
S (-4.354, -2.618, -2.044)
As (-2.986, -1.735, -0.682)
S (-1.006, -2.662, -0.662)
S (-2.472, 0.333, -1.150)
S (-3.940, -1.795, 1.235)
C (0.778, 0.030, -1.589)
C (1.847, -0.754, -1.090)
C (2.119, -2.053, -1.600)
C (3.084, -2.846, -1.035)
C (3.847, -2.367, 0.043)
C (3.655, -1.060, 0.504)
C (2.681, -0.264, -0.051)
C (4.812, -3.206, 0.671)
N (5.578, -3.890, 1.191)
H (0.259, -0.299, -2.478)
H (0.750, 1.089, -1.367)
H (1.535, -2.415, -2.435)
H (3.266, -3.842, -1.415)
H (4.279, -0.683, 1.304)
H (2.546, 0.753, 0.293)
C (4.041, 0.884, 5.750)
O (2.845, 0.530, 5.044)
C (1.743, 0.372, 5.800)
O (1.755, 0.502, 6.996)
C (0.566, 0.008, 4.956)
C (-0.642, -0.055, 5.518)
As (-2.445, -0.225, 4.660)
C (-3.129, -1.587, 5.902)
C (-1.635, -1.245, 3.232)
C (-0.759, -0.446, 2.472)
As (1.123, -0.344, 3.056)
C (1.655, -2.202, 3.439)
C (-1.130, 0.866, 1.925)
O (-0.325, 1.411, 1.141)
O (-2.310, 1.351, 2.222)
C (-2.696, 2.597, 1.617)
C (-1.511, -2.712, 3.111)
O (-0.713, -3.258, 2.389)
O (-2.332, -3.387, 3.915)
C (-2.407, -4.795, 3.669)
C (-0.969, 0.330, 6.940)
O (-1.590, 1.350, 7.106)
O (-0.746, -0.490, 7.960)
C (-0.037, -1.721, 7.823)
H (4.812, 0.978, 4.992)
H (4.299, 0.107, 6.467)
H (3.906, 1.828, 6.274)
H (-3.336, -1.088, 6.849)
H (-2.449, -2.418, 6.058)
H (-4.066, -1.968, 5.500)
H (0.998, -2.677, 4.163)
H (2.672, -2.181, 3.834)
H (1.640, -2.780, 2.518)
H (-3.774, 2.649, 1.729)
H (-2.418, 2.619, 0.568)
H (-2.218, 3.420, 2.146)
H (-3.003, -5.211, 4.477)
H (-1.413, -5.238, 3.652)
H (-2.896, -4.970, 2.710)
H (-0.583, -2.468, 8.395)
H (0.962, -1.598, 8.232)
H (0.035, -2.037, 6.783)

---

(7)
ORCA calculation (ωB97M-V/def2-TZVPD) on a structure of composition C22H24BN7Re.

Computed properties:
energy above the lowest of the compared OMol25 structures with the same formula, charge and spin = 0.0 kcal/mol
⟨S²⟩ = 3.799
multiplicity = 4
HOMO level (spin up / spin down) = -14.1 / -14.3 eV
calculated total energy = -36425.3995 eV
frontier orbital gap (spin up / spin down) = 7.21 / 6.08 eV
net charge = +2

Cartesian coordinates (Å):
H (2.121, -1.987, -0.996)
N (0.312, -0.976, -1.474)
B (-1.677, 0.018, -2.700)
N (-0.395, -0.822, -2.677)
C (0.295, -1.380, -3.675)
Re (-0.159, 0.367, 0.057)
H (-0.080, -1.295, -4.683)
C (1.462, -1.932, -3.155)
H (2.237, -2.406, -3.729)
C (1.438, -1.699, -1.780)
H (-2.247, -0.086, -3.744)
C (-0.611, 2.109, 1.919)
H (0.482, 1.979, 1.879)
H (-1.000, 1.647, 2.836)
H (-0.823, 3.192, 1.903)
N (-1.199, 1.471, -2.410)
N (-2.535, -0.474, -1.506)
N (-0.247, 1.711, -1.347)
N (-2.000, -0.330, -0.198)
C (-1.621, 2.647, -2.866)
C (-3.799, -0.900, -1.411)
H (-2.347, 2.673, -3.662)
H (-4.374, -1.056, -2.315)
C (-0.960, 3.675, -2.197)
C (-4.133, -1.057, -0.062)
C (-0.077, 3.095, -1.300)
C (-3.017, -0.673, 0.676)
H (-1.097, 4.726, -2.356)
H (-5.072, -1.399, 0.339)
H (0.641, 3.507, -0.600)
H (-2.853, -0.589, 1.740)
H (-1.211, 1.714, 0.995)
C (5.291, -0.778, 0.422)
C (4.534, 0.276, -0.097)
C (3.182, 0.403, 0.229)
C (2.578, -0.550, 1.072)
C (3.346, -1.617, 1.597)
C (4.696, -1.722, 1.271)
N (1.196, -0.476, 1.367)
C (0.783, -0.861, 2.676)
C (-0.442, -1.531, 2.877)
C (-1.047, -1.506, 4.135)
C (-0.378, -0.930, 5.220)
C (0.902, -0.386, 5.051)
C (1.498, -0.373, 3.792)
H (6.348, -0.866, 0.164)
H (4.990, 1.017, -0.755)
H (2.590, 1.244, -0.146)
H (2.880, -2.344, 2.269)
H (5.284, -2.542, 1.691)
H (-0.912, -2.047, 2.034)
H (-2.041, -1.938, 4.266)
H (-0.857, -0.899, 6.201)
H (1.445, 0.040, 5.897)
H (2.491, 0.059, 3.643)

---

(8)
ORCA calculation (ωB97M-V/def2-TZVPD) on a structure of composition C22H24BN7Sn.

Computed properties:
energy above the lowest of the compared OMol25 structures with the same formula, charge and spin = 6.3 kcal/mol
HOMO level (spin up / spin down) = -14.2 / -14.4 eV
calculated total energy = -40127.1315 eV
frontier orbital gap (spin up / spin down) = 5.70 / 5.98 eV
net charge = +2

Cartesian coordinates (Å):
C (-2.662, -2.021, 0.574)
N (-2.250, -0.872, 0.007)
N (-3.342, -0.176, -0.454)
C (-4.437, -0.941, -0.270)
C (-4.037, -2.105, 0.389)
B (-3.137, 1.217, -1.149)
N (-2.286, 2.225, -0.279)
N (-1.056, 1.879, 0.216)
C (-0.514, 2.950, 0.842)
C (-1.401, 4.015, 0.682)
C (-2.479, 3.540, -0.061)
Sn (-0.314, -0.064, -0.522)
N (-2.306, 0.987, -2.475)
N (-1.021, 0.508, -2.471)
C (-0.578, 0.455, -3.754)
C (-1.628, 0.878, -4.581)
C (-2.685, 1.227, -3.738)
H (0.434, 0.114, -3.990)
H (-3.682, 1.641, -3.865)
H (-1.627, 0.923, -5.658)
H (-4.191, 1.715, -1.378)
H (-3.338, 4.035, -0.495)
H (-5.423, -0.646, -0.606)
H (-1.291, 5.015, 1.053)
H (-4.676, -2.907, 0.705)
H (0.440, 2.934, 1.368)
H (-1.991, -2.713, 1.101)
H (1.656, 1.030, -1.293)
C (2.407, 1.078, -0.512)
H (2.611, 2.132, -0.314)
H (2.036, 0.571, 0.372)
H (3.337, 0.628, -0.877)
C (0.584, -5.314, 1.611)
C (0.847, -4.031, 2.113)
C (0.740, -2.908, 1.290)
C (0.440, -3.110, -0.075)
C (0.144, -4.388, -0.587)
C (0.238, -5.483, 0.260)
N (0.564, -2.085, -1.012)
C (1.681, -2.157, -1.854)
C (2.985, -2.268, -1.312)
C (4.072, -2.377, -2.174)
C (3.877, -2.353, -3.565)
C (2.586, -2.201, -4.096)
C (1.487, -2.091, -3.248)
H (0.648, -6.191, 2.266)
H (1.135, -3.911, 3.159)
H (0.981, -1.903, 1.661)
H (-0.077, -4.474, -1.657)
H (0.032, -6.471, -0.148)
H (3.107, -2.278, -0.223)
H (5.075, -2.470, -1.752)
H (4.740, -2.442, -4.232)
H (2.436, -2.155, -5.176)
H (0.465, -1.996, -3.630)

---

Calculated max |F| (eV/Å), listed in the same order as above: 1.97; 1.33; 0.89; 1.71; 0.66; 3.72; 4.45; 2.21